8
Properties=species:S:1:pos:R:3:lowdin_charge:R:1 method="wB97M-V/def2-TZVPD" largest_force_ha_per_bohr=0.103 energy_ha=-300.1414 gap_ev=7.8 de_lowest_kj_mol=236.3 smiles="O=C1C=NN=C1"
C -0.817 -0.058 -0.014 -0.2884
C 0.153 -1.206 -0.030 -0.0530
C 0.179 1.195 0.099 -0.0123
H -0.088 -2.300 0.265 0.1469
H -0.088 2.334 -0.127 0.1516
N 1.389 -0.689 -0.021 -0.0038
N 1.431 0.694 -0.025 -0.0123
O -2.082 0.043 -0.019 0.0713